Arrangement w

# C9H6Cl2NNaO8P2

A molecular structure, C9H6Cl2NNaO8P2 (ωB97M-V/def2-TZVPD, the Open Molecules 2025 dataset).

Summary:
E_HOMO: -1.860 eV
orbital gap: 6.1 eV
LUMO level: 4.23 eV

```
! wB97M-V def2-TZVPD RIJCOSX def2/J DEFGRID3
* xyz -2 1
Na 1.97909 -0.44999 0.46994
Cl 1.22561 3.45252 3.24915
C 0.13061 2.87189 2.02586
C -1.17544 3.34311 2.03649
C -2.07624 2.90362 1.09731
Cl -3.71420 3.53722 1.13120
C -1.70588 1.95342 0.12490
C -2.58719 1.39714 -0.82778
C -2.13460 0.44526 -1.69950
C -0.78706 0.05627 -1.63866
N 0.06332 0.57335 -0.78861
C -0.35870 1.48863 0.10450
C 0.64405 1.95338 1.06958
O 1.83524 1.56827 1.03832
H -1.47898 4.05357 2.79332
H -3.61964 1.72121 -0.84062
H -2.80266 -0.01868 -2.41397
H -0.39993 -0.71556 -2.29625
O -0.90212 -2.47023 0.23558
P 0.61983 -2.92346 0.70637
O 0.52835 -4.33632 1.14556
O 1.15581 -1.85141 1.58797
O 1.32104 -2.79686 -0.77840
P 2.95297 -2.69615 -0.98431
O 2.93263 -2.70949 -2.63840
O 3.65784 -3.89612 -0.50201
O 3.39530 -1.31989 -0.58763
H -1.33363 -3.31692 0.05300
H 2.63460 -1.81778 -2.87289
*
```

Arrangement x

# C9H6Cl2NNaO8P2

A molecular structure, C9H6Cl2NNaO8P2 (ωB97M-V/def2-TZVPD, the Open Molecules 2025 dataset).

Summary:
E_HOMO: -1.878 eV
orbital gap: 6.1 eV
LUMO level: 4.18 eV

```
! wB97M-V def2-TZVPD RIJCOSX def2/J DEFGRID3
* xyz -2 1
Na 0.25360 -0.47610 0.27000
Cl 4.30080 1.16010 -2.24470
C 2.78650 1.99740 -2.22070
C 2.70860 3.18870 -2.91230
C 1.52640 3.89210 -2.92530
Cl 1.47330 5.39100 -3.82320
C 0.39150 3.43120 -2.24430
C -0.85190 4.09570 -2.20830
C -1.89210 3.54570 -1.50700
C -1.68010 2.32850 -0.83540
N -0.53640 1.69970 -0.85440
C 0.49350 2.19830 -1.52900
C 1.72100 1.40970 -1.49000
O 1.81690 0.32910 -0.87550
H 3.58070 3.55400 -3.43550
H -0.95460 5.03410 -2.74110
H -2.85780 4.03590 -1.46690
H -2.46650 1.84940 -0.26780
O -2.14790 -0.93460 3.39570
P -0.63760 -1.25430 2.92700
O 0.12770 -1.85710 4.03680
O -0.08980 -0.08950 2.16820
O -0.93010 -2.47870 1.81480
P -1.88700 -2.14240 0.54720
O -2.43140 -3.67070 0.27100
O -3.07580 -1.33610 0.98050
O -1.07760 -1.72120 -0.61800
H -2.62180 -0.93760 2.53570
H -2.98540 -3.83560 1.03210
*
```

Consider the structures shown above. The most stable of them is arrangement x.